No. 1
Below is a 4-piece molecular cluster, C3H16N2O3 overall at a distorted geometry, with properties calculated with ωB97M-V/def2-TZVPD.

E_HOMO (alpha / beta): 0.6 / -5.6 eV
M: 128.2 g mol⁻¹
multiplicity: 2
<S²>: 0.7505
net charge: -1
electronic energy: -459.07748 Eh

XYZ file:
```
24
Properties=species:S:1:pos:R:3:forces:R:3
C 0.115248 1.066735 2.290396 -1.4 -0.2 0.4
C -0.567940 0.275442 1.190090 0.2 -0.1 -0.7
N 0.424280 -0.274927 0.250584 -0.4 0.4 0.4
C 0.075921 -1.541092 -0.405492 1.0 0.1 -0.2
N 0.778615 -2.693890 0.101521 -0.7 -0.4 -0.3
H -0.686547 1.455967 2.930148 0.1 0.1 0.1
H 0.598461 1.938500 1.862925 0.6 -0.1 0.1
H 0.724704 0.436502 2.938981 0.4 0.2 -0.3
H -1.243228 -0.506967 1.559320 0.2 -0.1 0.4
H -1.211020 0.959981 0.632447 -0.2 0.1 0.0
H 1.274126 -0.418160 0.786094 0.1 -0.2 -0.1
H 0.383767 -1.434007 -1.450374 -0.3 -0.2 -0.2
H -0.994610 -1.736057 -0.359518 -0.2 0.2 0.0
H 1.777024 -2.547964 0.051699 0.1 0.0 0.3
H 0.520891 -2.856902 1.067594 0.4 0.1 0.1
H -2.486311 2.651665 -5.401484 -0.1 0.1 0.1
H -3.138346 3.475026 -4.291115 0.0 -0.2 -0.2
O -3.251371 3.209662 -5.214266 0.1 0.1 0.1
H 2.722668 -1.281877 3.148256 0.0 -0.2 0.0
H 3.128856 -2.613346 2.504484 -0.2 0.1 0.1
O 2.365842 -1.992137 2.566396 0.2 0.1 -0.1
H -0.532929 0.763524 -1.938429 0.1 0.1 0.2
H -0.006111 2.119637 -2.364332 0.0 -0.1 0.1
O -0.771998 1.544678 -2.455919 0.0 0.0 -0.1
```
Forces are in eV/Å.

---

No. 2
Below is C24H33CoF6N7O8PS2 as an isolated structure, with properties calculated with ωB97M-V/def2-TZVPD.

E_HOMO (alpha / beta): -8.2 / -8.2 eV
M: 815.6 g mol⁻¹
multiplicity: 5
<S²>: 6.0106
net charge: 0
electronic energy: -5039.30166 Eh

XYZ file:
```
82
Properties=species:S:1:pos:R:3:forces:R:3
Co -0.995011 -0.468513 -0.683075 0.4 0.2 0.8
C -3.741071 1.017955 2.371230 0.0 -0.1 0.0
C -2.922583 0.203569 1.423214 0.0 0.1 0.0
N -2.331392 0.685003 0.395357 0.0 -0.1 -0.1
N -2.381547 1.997133 0.082235 -0.1 0.2 0.0
C -1.580478 2.230553 -0.958149 0.0 -0.1 0.1
O -0.880669 1.355549 -1.559261 -0.1 0.0 -0.2
C -1.495044 3.636868 -1.430318 0.0 0.1 0.0
C -0.798374 3.911885 -2.603039 0.0 0.0 0.0
C -0.695590 5.216204 -3.061440 0.0 0.0 0.0
C -1.282503 6.252027 -2.348054 0.0 0.0 0.0
C -1.975439 5.981016 -1.174508 0.0 0.0 0.0
C -2.083563 4.678240 -0.716236 0.0 0.0 0.0
C -2.676863 -1.239002 1.630032 0.0 -0.1 0.0
C -3.249649 -1.962468 2.668238 0.0 0.0 0.1
C -2.946578 -3.307240 2.806748 0.0 0.0 0.0
C -2.084536 -3.905441 1.903458 0.0 0.0 0.0
C -1.558207 -3.122912 0.888869 0.1 0.0 0.0
N -1.837281 -1.830161 0.763094 0.0 -0.1 -0.2
H -3.963455 1.978286 1.915294 0.0 0.0 0.0
H -3.187418 1.196420 3.297288 0.0 0.0 0.0
H -4.672861 0.512921 2.628276 0.0 0.0 0.0
H -0.342950 3.092561 -3.141981 0.0 0.0 0.0
H -0.155706 5.424989 -3.976046 0.0 0.0 0.0
H -1.199691 7.270832 -2.704879 0.0 0.0 0.0
H -2.431343 6.788737 -0.616330 0.0 0.0 0.0
H -2.620264 4.451264 0.194187 0.0 0.0 0.0
H -3.920402 -1.475982 3.362008 0.0 0.0 0.0
H -3.383814 -3.883102 3.611988 0.0 0.0 0.0
H -1.824820 -4.951865 1.972502 0.0 0.0 0.0
H -0.889693 -3.540608 0.144863 0.0 0.0 0.0
C -2.847035 -1.513632 -4.639834 0.0 0.0 0.0
O -2.523981 -0.754060 -3.435073 0.1 0.0 0.0
C -2.232073 -1.447156 -2.379528 -0.3 0.0 -0.4
O -2.299864 -2.617011 -2.164724 0.1 0.0 0.1
H -2.490516 -0.910902 -5.467290 0.0 0.0 0.0
H -3.925764 -1.642573 -4.685986 0.0 0.0 0.0
H -2.334990 -2.471843 -4.613056 0.0 0.0 0.0
F 0.177172 -0.153541 -4.393250 -0.1 -0.1 0.0
C 1.395206 0.101454 -3.939724 0.2 0.2 0.1
F 1.464502 1.390843 -3.600528 0.0 -0.1 0.0
F 2.278402 -0.124149 -4.908356 0.0 0.0 0.0
S 1.811490 -0.937967 -2.437764 -0.2 0.0 0.1
O 0.498032 -1.310543 -1.904587 0.1 0.0 0.1
O 2.634795 -0.089009 -1.636344 0.0 0.0 0.1
N 2.620378 -2.170493 -2.920398 0.1 0.1 -0.2
S 1.944237 -3.425660 -3.621202 -0.2 0.0 0.1
O 2.941890 -4.171076 -4.314182 0.0 0.1 0.0
O 0.683180 -3.128947 -4.242360 0.1 -0.1 -0.1
C 1.507972 -4.495900 -2.152848 0.2 0.0 -0.1
F 2.240127 -4.164862 -1.075966 -0.1 -0.3 -0.2
F 1.737503 -5.772426 -2.452348 0.0 0.0 0.1
F 0.221433 -4.361566 -1.833773 -0.1 0.0 0.1
C 3.869126 1.261800 0.920804 0.0 0.0 0.0
N 2.500694 1.415442 1.396686 0.0 -0.1 -0.1
C 1.823763 2.610489 0.892640 0.0 0.0 0.0
P 1.522596 0.144396 1.773045 0.1 0.3 0.2
O 0.430118 -0.086935 0.794132 -0.1 -0.3 -0.1
N 2.392263 -1.232679 2.005638 0.0 -0.1 -0.2
C 2.450664 -2.307654 1.015642 -0.1 0.2 0.1
C 3.344088 -1.343414 3.094300 0.0 0.0 0.0
N 0.884038 0.570807 3.248926 0.1 -0.1 0.0
C -0.005949 -0.399466 3.866538 0.0 0.0 -0.1
C 1.474674 1.507378 4.186358 -0.1 0.0 0.0
H 3.925487 1.405905 -0.158117 0.0 0.0 0.0
H 4.239009 0.263327 1.137649 0.0 0.0 0.0
H 4.517152 1.991196 1.414402 0.0 0.0 0.0
H 1.694201 2.562659 -0.193190 0.0 0.0 0.0
H 2.412531 3.495311 1.143787 0.0 0.0 0.0
H 0.838268 2.708903 1.349158 0.0 0.0 0.0
H 1.633395 -2.197348 0.304010 0.1 0.0 0.1
H 2.347228 -3.270613 1.524836 0.0 0.0 0.0
H 3.391665 -2.302165 0.460268 0.0 0.0 0.0
H 3.222143 -0.518904 3.794189 0.0 0.0 0.0
H 4.376405 -1.328366 2.729586 0.0 0.0 0.0
H 3.191078 -2.281944 3.634095 0.0 0.0 0.0
H -0.396363 -1.082900 3.112422 0.0 0.0 0.0
H -0.849857 0.108322 4.341816 0.0 0.0 0.0
H 0.513102 -0.988894 4.632774 0.0 0.0 0.0
H 2.161784 2.171877 3.671147 0.0 0.0 0.0
H 2.016601 0.992699 4.990300 0.0 0.0 0.0
H 0.686803 2.107055 4.649696 0.0 0.0 0.0
```
Forces are in eV/Å.

---

No. 3
Below is C9H34AsF6O8 as an isolated structure at a distorted geometry, with properties calculated with ωB97M-V/def2-TZVPD.

E_HOMO: -8.6 eV
M: 459.3 g mol⁻¹
net charge: -1
electronic energy: -3800.33632 Eh

XYZ file:
```
58
Properties=species:S:1:pos:R:3:forces:R:3
As -22.063724 -6.607278 5.325109 -1.0 -0.5 0.0
F -22.790611 -4.993536 4.952383 0.7 -1.5 0.4
F -20.417487 -5.955366 5.456358 -1.2 -0.1 -0.4
F -21.268632 -8.215209 5.635304 -1.1 1.5 -0.3
F -23.697136 -7.463108 5.366075 1.8 1.1 -0.3
F -21.999801 -6.825725 3.555447 0.3 -0.1 1.4
F -22.353983 -6.234148 7.033557 0.5 -0.5 -0.8
O -24.213160 1.397808 3.333726 -0.2 0.2 0.1
H -23.595161 1.873884 2.779075 0.2 0.1 -0.1
H -24.171340 0.494678 3.019315 0.0 -0.3 0.0
O -28.164524 -4.543401 5.408950 -0.3 0.1 -0.1
H -27.957555 -4.529596 6.343405 0.1 0.0 0.2
H -27.552033 -5.177919 5.036833 0.2 -0.2 -0.1
O -23.405114 -7.884199 12.922805 0.1 0.0 0.3
H -24.246694 -8.302285 12.740685 -0.2 -0.1 0.0
H -22.978591 -7.821044 12.068222 0.2 0.1 -0.3
O -20.943910 -1.807061 10.087485 0.0 0.3 0.2
H -21.661363 -2.380732 9.818423 -0.2 -0.2 -0.2
H -20.194891 -2.393417 10.194157 0.2 -0.1 0.0
O -16.476028 -4.505348 1.220132 0.1 0.1 -0.2
H -17.046260 -5.268378 1.314149 -0.2 -0.2 0.0
H -15.914825 -4.528180 1.995229 0.1 0.0 0.2
C -23.899596 -13.820157 2.196595 -0.2 -0.9 -0.5
C -25.384063 -14.248487 2.180144 1.4 0.6 0.6
C -25.645650 -15.234506 3.365359 -0.1 1.2 -0.6
O -26.087530 -13.012943 2.232135 -1.1 -0.4 0.2
H -23.651400 -13.471771 3.199148 0.1 0.0 0.1
H -23.680705 -13.014378 1.495942 -0.2 -0.1 -0.1
H -23.270329 -14.675374 1.950162 0.3 0.0 0.1
H -25.697310 -14.709436 1.243396 0.2 0.0 0.0
H -25.384680 -16.262357 3.113330 -0.2 0.0 -0.1
H -26.692650 -15.108067 3.640865 0.0 -0.4 0.1
H -25.025904 -14.945185 4.214065 -0.1 0.0 0.1
H -25.615421 -12.404273 2.805060 0.0 0.0 0.1
C -15.216353 -13.804701 3.201215 -0.6 0.2 -1.4
C -15.474226 -12.311253 3.248096 0.2 0.0 1.4
C -16.483170 -11.823482 2.263836 -0.2 -0.6 -1.4
O -15.935690 -12.025344 4.555635 0.2 0.7 0.7
H -15.014505 -13.942331 2.138940 0.7 -0.8 0.0
H -16.140891 -14.353610 3.380187 -0.1 0.0 0.2
H -14.444811 -14.179553 3.873751 0.0 0.3 -0.2
H -14.530104 -11.796779 3.069059 0.1 0.2 0.3
H -17.443846 -12.284789 2.492754 -0.2 0.0 -0.1
H -16.153171 -12.192761 1.292838 -0.3 -0.1 -0.3
H -16.640899 -10.755408 2.113995 0.3 0.1 0.6
H -16.892872 -11.983363 4.495329 -0.1 0.1 0.3
C -18.676913 -13.966515 11.310446 0.3 -0.4 -1.0
C -17.614588 -14.770028 12.060129 -1.0 -0.2 0.1
C -16.437684 -15.260665 11.280322 -1.0 -1.2 -1.0
O -17.042685 -13.999399 13.048996 0.3 2.0 1.9
H -19.039521 -14.497487 10.430288 0.3 -0.5 -0.1
H -18.200302 -13.087847 10.875843 -0.2 0.4 0.4
H -19.614986 -13.749617 11.821409 0.5 0.3 0.6
H -18.083561 -15.587635 12.607566 -0.4 -0.6 -0.5
H -16.778881 -16.171340 10.788022 0.5 -0.1 -0.5
H -15.692213 -15.549450 12.021257 0.4 0.0 -0.4
H -16.095186 -14.529433 10.548132 0.3 -0.1 0.2
H -16.348868 -14.560807 13.402604 0.1 0.4 0.4
```
Forces are in eV/Å.

---

No. 4
Below is a 3-piece molecular cluster, C22H38N3O8PS overall at a distorted geometry, with properties calculated with ωB97M-V/def2-TZVPD.

E_HOMO: -8.4 eV
M: 535.6 g mol⁻¹
net charge: 0
SMILES string: CCOCC[C@]1(CC(=O)c2ccccc2)OS(=O)(=O)O[C@]1(N)P(C)C.CNC(C)=O.CNC(C)=O
electronic energy: -2366.77732 Eh

XYZ file:
```
73
Properties=species:S:1:pos:R:3:forces:R:3
C 4.824566 -2.662944 -0.409240 -0.9 0.3 -0.4
C 4.201633 -1.413449 0.228530 1.0 0.1 0.0
O 3.375212 -1.692356 1.346164 -0.1 0.0 0.1
C 2.112407 -2.218434 1.001734 0.0 -0.4 0.4
C 1.029891 -1.154212 1.150035 0.0 0.1 0.3
C -0.356465 -1.586528 0.644501 0.0 0.2 0.2
C -1.100406 -2.398755 1.712429 0.0 -0.1 -0.2
C -0.959231 -3.907419 1.606365 -0.4 0.1 -0.2
O -0.260504 -4.482003 2.388108 0.8 -0.5 0.7
C -1.717940 -4.693229 0.586379 -0.5 -0.1 -0.7
C -1.087029 -5.115028 -0.583177 0.0 0.0 0.1
C -1.761379 -5.839097 -1.559236 -0.1 0.3 0.6
C -3.098450 -6.173867 -1.359024 0.6 0.1 0.1
C -3.723897 -5.782502 -0.181590 -0.1 -0.1 -0.3
C -3.052153 -5.041045 0.784455 0.1 0.0 -0.2
O -0.207478 -2.346687 -0.599609 0.8 1.0 -0.3
S 0.194219 -1.256811 -1.730924 0.4 -0.5 -0.8
O 1.601421 -1.087431 -1.845061 0.1 0.1 0.5
O -0.477026 -1.598578 -2.932490 -0.6 0.3 0.3
O -0.358985 0.082469 -0.970343 0.0 -0.5 0.1
C -1.190329 -0.407348 0.099399 -2.0 -0.9 -0.9
N -2.330790 -0.990152 -0.655937 0.1 0.2 0.4
P -1.810306 0.838768 1.361380 1.5 0.9 1.2
C -3.550153 0.374295 1.788327 0.1 0.0 -0.9
C -2.035321 2.338500 0.315967 -0.4 -0.7 -0.1
H 4.747836 -2.568728 -1.490292 0.3 0.0 -0.2
H 5.859272 -2.814187 -0.131175 0.1 -0.2 0.2
H 4.212818 -3.528662 -0.166820 0.2 -0.3 0.2
H 5.010554 -0.799290 0.610924 0.0 0.2 0.2
H 3.705950 -0.793467 -0.510827 -0.4 0.0 -0.1
H 2.135167 -2.673815 0.016406 0.0 0.1 -0.2
H 1.897648 -3.023756 1.706062 0.0 -0.1 0.1
H 0.932502 -0.968477 2.216001 0.0 0.3 0.1
H 1.356700 -0.220465 0.700498 0.0 0.0 -0.3
H -0.668404 -2.130292 2.668055 0.0 0.0 0.2
H -2.151284 -2.126023 1.768279 -0.2 -0.1 -0.2
H -0.053598 -4.846921 -0.733627 0.1 0.0 -0.1
H -1.216139 -6.108236 -2.448165 -0.1 -0.2 -0.2
H -3.611246 -6.749186 -2.113210 -0.2 0.0 0.0
H -4.756938 -6.062548 -0.040779 -0.1 0.0 0.2
H -3.571329 -4.751992 1.687359 0.0 0.1 0.1
H -2.980961 -1.479336 -0.057165 -0.1 0.0 -0.1
H -2.824713 -0.238147 -1.122363 -0.1 0.0 0.0
H -3.762356 -0.684507 1.683686 0.0 -0.1 0.2
H -3.729945 0.686606 2.809443 0.0 0.0 0.2
H -4.236657 0.903154 1.129916 -0.2 0.0 0.0
H -1.961587 2.067600 -0.733695 0.2 0.2 -0.2
H -3.037121 2.732077 0.439350 -0.1 0.1 0.2
H -1.329700 3.116418 0.570612 0.2 0.0 -0.1
C -3.659785 4.225913 -3.533581 0.0 0.0 0.0
C -3.098463 4.918705 -2.314722 0.0 0.0 0.1
O -3.350319 4.538715 -1.181078 -0.1 0.1 -0.1
N -2.291712 5.990780 -2.519467 -0.1 -0.1 -0.1
C -1.881426 6.580841 -3.780595 0.1 0.1 0.4
H -4.278068 3.396669 -3.204893 0.0 0.0 0.1
H -4.274966 4.911424 -4.117129 0.1 0.0 -0.1
H -2.856156 3.837384 -4.160050 0.0 0.1 -0.1
H -1.951527 6.405675 -1.666599 0.0 0.0 0.0
H -0.794184 6.552579 -3.865804 0.0 0.0 -0.1
H -2.204213 7.622187 -3.823936 0.0 0.0 -0.1
H -2.312443 6.044903 -4.618591 0.0 0.0 0.0
C 3.438228 1.990417 2.530038 0.0 0.0 0.0
C 4.434542 2.372821 1.460599 0.0 -0.1 0.0
O 4.484788 1.790187 0.391795 0.0 0.1 0.0
N 5.287212 3.399184 1.732717 -0.1 0.0 0.1
C 5.374417 4.199203 2.939153 0.2 0.0 -0.3
H 2.843062 1.160141 2.162433 0.1 0.0 0.0
H 3.951096 1.674805 3.439274 -0.1 0.1 0.1
H 2.776456 2.827378 2.758254 0.0 0.0 0.1
H 5.924543 3.600960 0.979080 0.0 0.0 0.0
H 5.204101 5.250796 2.700792 0.0 0.0 0.1
H 6.369107 4.102612 3.378039 0.0 0.0 0.1
H 4.637734 3.881744 3.668657 0.0 0.0 0.0
```
Forces are in eV/Å.